Record 1
DFT (wB97M-V/def2-TZVPD) results for a single C4H6N2O2 molecule at a distorted geometry.

```
14
Properties=species:S:1:pos:R:3:forces:R:3
C -0.94372 -0.93742 0.37120 3.6 -4.5 4.3
C 0.06771 -0.07342 0.17640 -4.6 2.4 -3.0
N 1.38687 -0.25788 -0.12482 0.9 2.6 2.5
C 1.76612 -1.49883 -0.47679 1.5 -2.3 0.4
O 1.20314 -2.56581 -0.38249 -1.1 0.7 -0.1
N -0.43738 1.24557 -0.49682 2.7 0.9 2.3
C -1.63620 1.78542 0.02086 4.8 4.7 -0.2
O -1.54034 3.05135 0.12499 -2.6 -3.7 0.1
H -1.96555 -0.87626 0.19367 -1.4 0.8 -0.4
H -0.73256 -2.00061 1.12880 -0.4 3.3 -2.9
H 2.05920 0.54741 0.23753 -1.5 -2.8 -1.5
H 2.76054 -1.58402 -0.80956 1.8 0.7 -0.7
H 0.31444 2.13930 -0.33885 -2.6 -3.3 -0.9
H -2.30227 1.02521 0.37588 -1.3 0.4 0.1
```
Positions in Å, forces in eV/Å.

Results
LUMO (eV): 0.298
Orbital gap (eV): 9.396
E_HOMO (eV): -9.10
Total charge: 0



Record 2
DFT (wB97M-V/def2-TZVPD) results for a molecular structure, C4H6N2O2 at a distorted geometry.

```
14
Properties=species:S:1:pos:R:3:forces:R:3
C 1.06841 -0.89511 0.65720 2.9 -1.6 3.0
C 0.03328 1.31035 -0.21766 -5.4 3.8 1.0
C -1.23460 1.04261 0.39882 3.3 -0.2 -3.5
C -1.84502 -0.22851 -0.42209 -4.2 5.6 7.5
H 1.93990 -1.82216 1.07538 -2.5 2.9 -1.9
H 0.06487 -1.49261 0.50452 2.2 1.6 0.8
H 1.19592 -0.09977 1.56851 -1.1 -2.3 -2.2
H 1.98369 -0.84543 -1.32347 -1.5 2.1 2.3
H 0.65338 2.35664 -0.31498 -1.4 -3.2 0.7
H -1.76797 1.59807 1.13686 -0.1 0.3 0.3
N 1.50491 -0.12697 -0.58414 0.2 -5.0 -2.3
N 0.27418 0.35291 -1.23204 1.3 1.1 1.8
O -3.01523 -0.60265 -0.15249 3.9 -0.3 -2.3
O -0.85571 -0.54735 -1.09442 2.4 -4.7 -5.2
```
Positions in Å, forces in eV/Å.

Results
LUMO (eV): 0.331
Orbital gap (eV): 9.956
E_HOMO (eV): -9.62
Total charge: 0



Record 3
DFT (wB97M-V/def2-TZVPD) results for a molecular structure, C4H6N2O2 at a distorted geometry.

```
14
Properties=species:S:1:pos:R:3:forces:R:3
C -0.52854 -0.35079 0.10798 -8.7 1.9 -0.9
C -0.43035 1.18723 0.21461 0.3 -1.5 3.1
C 1.15155 1.28137 -0.18257 -4.1 1.8 -2.8
C 1.61480 -0.07997 -0.13506 3.9 -5.8 1.4
H -3.65874 -0.43530 0.58151 3.2 2.0 -3.5
H -2.48781 0.90075 0.19253 -1.7 -1.2 0.2
H -0.28227 1.34290 1.53949 -1.4 -0.1 -3.9
H -1.53206 1.59642 -0.22822 4.8 0.3 0.6
H 1.27674 1.90071 -1.11471 0.6 -0.8 1.2
H 1.46583 1.63222 0.72125 2.0 2.0 1.7
N -2.84392 0.04260 -0.27843 -1.3 -2.9 4.0
N -1.70215 -0.93050 -0.14184 1.8 1.8 0.4
O 2.72669 -0.60906 -0.07902 -3.1 2.6 -0.9
O 0.54781 -1.00962 0.23156 3.6 0.1 -0.7
```
Positions in Å, forces in eV/Å.

Results
LUMO (eV): 0.296
Orbital gap (eV): 9.387
E_HOMO (eV): -9.09
Total charge: 0



Record 4
DFT (wB97M-V/def2-TZVPD) results for a single C4H6N2O2 molecule at a distorted geometry.

```
14
Properties=species:S:1:pos:R:3:forces:R:3
O -1.25114 -1.93126 0.72416 0.9 0.8 0.4
C -0.41780 -1.11368 0.41404 -4.5 1.3 -3.3
C 0.89060 -1.37530 -0.24096 -0.2 -0.1 2.5
N 1.62829 -0.32494 0.41139 2.0 2.1 -1.4
C 1.27116 0.90233 0.31723 0.7 -0.5 1.2
C -0.07114 1.46687 -0.02330 -0.3 -1.0 -0.6
N -0.96795 0.36329 0.17465 1.3 -2.9 1.5
O -2.14723 0.43735 -0.59841 0.0 -0.6 0.1
H 1.29180 -2.31406 0.15730 -0.1 0.0 -0.4
H 0.85043 -1.42408 -1.33209 -0.1 0.5 0.1
H 1.94383 1.60876 0.79718 0.1 0.1 0.0
H -0.33147 2.26986 0.67989 0.3 0.0 -0.2
H -0.12195 1.86320 -1.04430 0.0 0.0 0.0
H -2.56744 -0.42833 -0.43678 0.0 0.4 0.1
```
Positions in Å, forces in eV/Å.

Results
LUMO (eV): 0.462
Orbital gap (eV): 9.043
E_HOMO (eV): -8.58
Total charge: 0



Record 5
DFT (wB97M-V/def2-TZVPD) results for a single C4H6N2O2 molecule at a distorted geometry.

```
14
Properties=species:S:1:pos:R:3:forces:R:3
H -2.00164 -1.89110 0.75140 -0.2 0.3 -1.1
N -1.52158 -1.91131 -0.17522 0.8 0.2 1.0
C -0.73525 -0.92082 -0.25142 -0.1 1.7 1.8
C 0.49577 -0.75503 -1.13270 -0.1 -4.0 -3.1
O 0.90967 -1.69551 -1.85307 -1.1 3.1 2.1
C 1.14491 0.54734 -0.90216 1.0 0.1 -0.2
C 0.40077 1.12193 0.29248 1.2 1.7 1.7
N -0.72036 0.30614 0.56790 -0.3 -4.3 -3.0
O -1.48036 0.34390 1.69307 0.2 0.5 0.4
H 2.20105 0.31822 -0.71761 -0.1 0.2 0.2
H 1.15507 1.26959 -1.76532 -0.3 -1.0 0.6
H 1.07414 1.23072 1.26695 -1.3 0.3 -2.1
H -0.02618 1.99809 -0.17233 0.4 1.4 1.2
H -0.89603 0.03782 2.39802 0.0 -0.1 0.4
```
Positions in Å, forces in eV/Å.

Results
LUMO (eV): -0.097
Orbital gap (eV): 9.115
E_HOMO (eV): -9.21
Total charge: 0



Record 6
DFT (wB97M-V/def2-TZVPD) results for a single C4H6N2O2 molecule at a distorted geometry.

```
14
Properties=species:S:1:pos:R:3:forces:R:3
O 0.35817 2.13955 -0.21973 -0.1 0.2 0.6
C -0.60534 1.47606 0.06358 -1.3 -0.7 -1.6
C -0.62503 -0.03176 -0.25516 0.9 -0.8 2.0
N -1.65688 -0.77526 -0.32188 -1.7 0.8 0.9
O -2.90989 -0.12727 0.12665 2.8 0.7 -0.6
C 0.69664 -0.88737 -0.22933 -5.0 -0.4 0.5
C 1.84143 -0.43229 0.68355 0.2 -2.6 -0.2
N 1.77051 -0.27026 -0.74598 3.8 2.7 -3.2
H -1.62134 1.92131 0.28526 1.0 -0.3 0.3
H -3.55798 -0.76365 -0.10815 -0.8 -1.1 -0.4
H 0.33267 -1.98813 -0.47037 1.4 2.0 0.5
H 2.47397 -1.32953 1.00840 -0.6 1.5 -0.5
H 1.83033 0.36043 1.41039 -0.6 0.4 -0.2
H 1.67272 0.70816 -1.22721 0.1 -2.6 1.9
```
Positions in Å, forces in eV/Å.

Results
LUMO (eV): -0.311
Orbital gap (eV): 8.508
E_HOMO (eV): -8.82
Total charge: 0



Record 7
DFT (wB97M-V/def2-TZVPD) results for 2 unconnected molecules or ions with the total composition C4H6N2O3 at a distorted geometry.

```
15
Properties=species:S:1:pos:R:3:forces:R:3
C 1.79726 1.41100 0.12050 -2.7 -0.9 -3.4
C 0.69564 1.95480 0.57063 -0.5 1.7 2.0
N -0.47427 1.91039 -0.14122 0.4 -0.1 0.1
C -1.62345 1.64007 -0.18641 -1.7 0.4 -0.8
O -2.75930 1.49465 -0.45298 0.4 -0.2 0.4
H 1.72002 0.94516 -0.91068 0.6 0.3 1.6
H 2.63346 1.63546 0.61673 3.4 0.2 1.6
H 0.65865 2.62142 1.50645 0.1 -1.3 -1.4
O -0.85079 -1.17523 -1.45386 -3.1 1.5 -1.4
C -0.69641 -1.68822 -0.25338 -1.7 1.1 0.0
N -1.53697 -1.75672 0.68152 0.0 -0.6 1.1
O -2.83750 -1.31002 0.36139 2.0 0.5 -2.5
H -1.80519 -0.79547 -1.48976 2.0 -0.9 -0.2
H 0.29685 -1.88277 -0.11326 2.3 -1.1 1.0
H -3.26691 -1.57324 1.12710 -1.6 -0.6 2.1
```
Positions in Å, forces in eV/Å.

Results
LUMO (eV): 0.693
Orbital gap (eV): 10.303
E_HOMO (eV): -9.61
Total charge: 0



Record 8
DFT (wB97M-V/def2-TZVPD) results for a single C4H6N2OS molecule at a distorted geometry.

```
14
Properties=species:S:1:pos:R:3:forces:R:3
N 0.98619 2.11564 1.17874 -0.9 2.0 2.9
C 0.47413 0.92903 0.90885 -1.0 -2.1 0.4
O -0.13188 0.32474 1.80792 0.2 0.2 -1.0
C 0.72235 0.44023 -0.49432 -0.6 -0.5 0.2
C 0.19119 -0.53534 -1.25723 0.2 1.4 0.3
C -0.83029 -1.53914 -0.99615 0.3 -1.4 0.3
N -1.23781 -1.64861 0.25459 -1.0 0.0 0.9
S -1.17994 -2.63556 -2.17700 -0.3 0.1 -0.3
H 1.39604 2.69156 0.50761 0.6 0.8 -1.2
H 0.58759 2.60670 2.03603 1.0 -1.2 -1.6
H 1.41178 1.02548 -1.05478 0.6 0.6 -0.1
H 0.53066 -0.51005 -2.27871 0.0 -0.3 -0.2
H -1.95711 -2.26282 0.59908 0.0 -0.5 -0.9
H -0.96289 -1.00186 0.96538 0.6 0.8 0.4
```
Positions in Å, forces in eV/Å.

Results
LUMO (eV): -0.590
Orbital gap (eV): 7.719
E_HOMO (eV): -8.31
Total charge: 0



Record 9
DFT (wB97M-V/def2-TZVPD) results for a single C4H6N2OS molecule at a distorted geometry.

```
14
Properties=species:S:1:pos:R:3:forces:R:3
C 2.33035 -0.24294 -0.59068 -0.3 0.1 0.2
S 1.93658 0.34826 1.06453 -3.6 -0.3 -0.7
N -0.06576 0.20780 0.87582 4.3 0.5 1.3
N -0.78016 1.27471 0.40511 -0.1 0.4 -0.6
C -1.95439 0.77554 -0.07462 0.1 -0.2 0.0
C -1.92142 -0.57763 -0.06471 -0.1 0.2 -0.1
C -0.64044 -0.98599 0.48170 -0.5 -0.1 -0.1
O -0.12752 -2.08019 0.59558 0.3 -0.4 0.0
H 1.99287 0.46945 -1.33723 0.0 0.0 -0.1
H 1.87023 -1.21832 -0.72622 0.1 -0.1 0.0
H 3.41203 -0.32851 -0.63134 0.2 0.0 0.0
H -0.67147 2.17398 0.84729 0.0 -0.2 0.2
H -2.72900 1.44403 -0.39872 -0.1 0.1 0.0
H -2.65189 -1.26018 -0.44650 -0.2 -0.1 -0.1
```
Positions in Å, forces in eV/Å.

Results
LUMO (eV): -0.160
Orbital gap (eV): 8.237
E_HOMO (eV): -8.40
Total charge: 0



Record 10
DFT (wB97M-V/def2-TZVPD) results for a single C4H6N2S molecule at a distorted geometry.

```
13
Properties=species:S:1:pos:R:3:forces:R:3
N 1.68685 0.27427 1.16850 -0.7 -0.5 0.1
N 0.48457 0.03709 0.48601 0.0 1.5 -1.9
C 0.04653 1.11213 -0.42853 -0.9 -0.9 -0.7
C -1.22459 0.45546 -1.04354 0.5 2.5 0.3
C -1.32970 -0.77599 -0.56593 -1.3 0.9 -0.7
C -0.30498 -1.04712 0.42661 1.3 -1.5 -0.2
S 0.03522 -2.52024 1.11163 -0.2 0.4 0.3
H 2.43973 -0.20978 0.68700 0.0 -0.2 -0.1
H 1.55597 -0.21601 2.03772 0.3 -0.2 0.6
H 0.60910 1.26603 -1.42886 0.3 0.0 2.1
H -0.00540 1.96819 0.28132 -0.3 0.1 -1.4
H -1.84424 1.02382 -1.81163 0.9 -1.2 1.2
H -2.14905 -1.36786 -0.92029 0.1 -1.0 0.4
```
Positions in Å, forces in eV/Å.

Results
LUMO (eV): 0.304
Orbital gap (eV): 8.635
E_HOMO (eV): -8.33
Total charge: 0